Record 1
# C25H34N4O6

An isolated molecule of C25H34N4O6 (ωB97M-V/def2-TZVPD, OMol25).

Computed properties:
**HOMO**: -8.215 eV
**Max |F|**: 0.65 eV/A
**LUMO level**: 0.7 eV
**Frontier orbital gap**: 0.3277 Ha
**Structure (SMILES)**: CCOc1ccc([C@@H](C(=O)NCCOC)N(CCOC)C(=O)CCC(=O)Nc2ccccn2)cc1
**Net charge**: 0

The geometry in XYZ format:
```
69
Properties=species:S:1:pos:R:3:forces:R:3
O -3.5653 -1.3712 -1.3832 0.09 0.26 -0.15
O 2.5104 0.8991 1.2920 0.21 0.02 0.15
O 2.6005 2.9037 -1.0801 0.39 0.21 -0.15
O 0.9296 -2.6959 2.8578 -0.13 -0.36 -0.06
O -1.8296 3.9021 -0.1623 0.15 -0.15 0.18
O 1.8190 -1.6486 -3.1720 0.32 0.25 0.10
N 0.6847 -0.4330 2.7199 0.05 0.37 0.08
N -1.0040 0.7858 1.7956 0.29 -0.01 0.22
N 2.7134 -0.1757 -0.6671 -0.17 0.32 -0.21
N 0.6681 2.4545 0.0066 -0.37 0.29 -0.05
C 0.8694 -2.5476 -3.6799 -0.11 -0.10 -0.01
C 1.7224 0.6793 -1.3096 0.01 0.36 0.09
C 0.3415 0.0686 -1.2875 -0.07 -0.29 0.02
C 1.4108 -1.5842 2.8123 0.35 0.25 0.21
C -2.2648 -0.9736 -1.3092 0.20 0.05 -0.02
C -0.6755 -0.3166 2.4650 -0.51 -0.17 0.08
C -0.5762 4.5262 -0.3419 0.31 0.08 0.18
C -2.9463 -1.0094 2.5845 0.07 0.22 -0.07
C 2.6140 -2.1927 -2.1459 0.24 -0.01 0.02
C -3.5622 -3.8181 -1.4252 -0.02 0.41 0.09
C -2.2770 1.0058 1.5114 -0.33 -0.03 0.04
C 2.9163 -1.3377 2.8334 0.02 -0.08 -0.14
C -3.2907 0.1396 1.8845 -0.04 -0.12 0.04
C 3.4548 -1.0711 -1.5260 -0.19 -0.54 -0.30
C -2.8249 4.4167 -1.0054 -0.03 0.05 -0.05
C -1.6190 -1.2535 2.8846 0.08 -0.02 0.01
C -0.6478 0.6328 -2.0912 0.02 -0.17 0.11
C 0.4722 3.7944 0.4983 -0.18 0.20 -0.43
C -1.9279 0.1307 -2.0969 -0.14 -0.10 0.01
C 1.7304 2.1277 -0.7414 -0.29 -0.29 -0.19
C 3.4855 -1.2747 1.4041 -0.11 0.12 0.20
C -1.2806 -1.5532 -0.5213 -0.40 -0.20 -0.02
C -3.9825 -2.5392 -0.7062 -0.07 -0.44 0.10
C 2.8848 -0.0822 0.6663 0.41 -0.24 0.11
C -0.0015 -1.0195 -0.5047 0.16 0.23 -0.26
H 3.8679 -0.4799 -2.3506 0.08 -0.06 0.11
H 3.1329 -0.4027 3.3495 0.04 -0.05 0.00
H 4.2840 -1.5039 -0.9675 -0.02 0.03 -0.06
H -3.7085 -1.7083 2.9005 -0.04 -0.05 0.02
H -1.3068 -2.1358 3.4173 0.03 -0.03 0.04
H 0.1697 -2.8659 -2.8977 -0.01 0.01 -0.01
H -2.6986 0.5736 -2.7077 -0.10 0.07 -0.10
H -3.6203 -2.5366 0.3288 -0.06 0.05 -0.09
H -0.4014 1.4796 -2.7139 0.00 0.15 -0.09
H 1.2087 0.4078 2.4665 -0.03 -0.29 0.10
H -0.6331 5.5829 -0.0373 -0.01 -0.06 -0.04
H 2.0332 0.7894 -2.3549 -0.05 0.05 0.19
H -1.4853 -2.4068 0.1058 -0.08 -0.07 0.05
H -2.4710 1.9170 0.9625 -0.10 0.08 -0.07
H 3.2880 -2.9609 -2.5594 -0.06 0.06 0.06
H 1.4221 4.3298 0.4283 -0.11 -0.02 0.10
H -4.3173 0.3533 1.6337 -0.09 0.05 -0.05
H -2.9927 5.4855 -0.8202 -0.02 -0.03 -0.02
H -2.5600 4.2825 -2.0618 -0.02 0.00 0.02
H -0.2849 4.4873 -1.4019 0.00 0.01 0.07
H -3.9646 -4.6815 -0.9027 -0.03 -0.12 0.05
H 0.7286 -1.4820 0.1424 0.07 -0.06 0.04
H 0.1391 3.7492 1.5362 0.04 0.03 0.04
H 0.3232 -2.0147 -4.4546 -0.05 -0.08 -0.03
H -5.0738 -2.4663 -0.6900 0.15 -0.01 0.09
H 3.3853 -2.1672 3.3638 -0.10 0.06 -0.01
H 1.9798 -2.6702 -1.3856 0.07 0.01 -0.01
H 1.3504 -3.4345 -4.1113 -0.02 0.02 -0.01
H 4.5705 -1.1600 1.4621 0.00 -0.05 -0.08
H -3.7379 3.8648 -0.7895 -0.06 0.05 -0.06
H 3.2576 -2.2051 0.8830 0.09 -0.02 -0.03
H -2.4790 -3.9031 -1.4639 0.09 -0.07 -0.01
H -3.9429 -3.8108 -2.4435 -0.04 -0.03 -0.08
H 0.0586 1.7423 0.3985 0.22 0.01 -0.06
```
Forces are in eV/Å.


Record 2
# C25H34NO8P

A cluster of 4 separate species, C25H34NO8P in total in a non-equilibrium geometry (ωB97M-V/def2-TZVPD, OMol25).

Computed properties:
**HOMO**: -9.032 eV
**Max |F|**: 3.37 eV/A
**LUMO level**: 0.0 eV
**Frontier orbital gap**: 0.3316 Ha
**Structure (SMILES)**: CCOCOC(=O)N(OC[C@H](C)O)P(=O)(O)O.c1ccccc1.c1ccccc1.c1ccccc1
**Net charge**: 0

The geometry in XYZ format:
```
69
Properties=species:S:1:pos:R:3:forces:R:3
P 2.6468 2.2439 1.1325 2.07 -0.29 1.93
O 3.4559 3.0680 -0.0145 -1.72 0.02 -0.13
O 0.8377 5.0196 -0.6692 0.06 -0.19 -0.43
O 2.0484 3.3333 2.1692 -0.20 -0.29 -1.61
O 1.8992 0.1327 -0.2404 0.44 -0.44 0.33
O 3.2027 -0.7303 -3.4402 -0.18 -0.05 0.29
O 0.0904 3.1050 0.2456 1.19 0.27 0.26
O -0.6080 1.1574 -0.4540 -1.60 -2.14 -1.78
O 3.6167 1.4406 1.8435 0.66 -0.94 -0.10
N 1.4289 1.1626 0.5376 -0.20 3.35 -0.33
C 4.6755 0.7101 -2.1993 0.04 -0.50 0.26
C -3.0177 1.9519 2.3542 -0.03 -0.03 0.00
C 1.5209 -3.3892 -2.4312 -0.05 0.02 -0.01
C -1.2410 -4.8889 3.3201 0.00 -0.01 -0.01
C -3.6073 -3.4364 3.2530 0.00 -0.01 0.00
C 0.7390 5.4469 -3.1604 0.35 -0.07 0.52
C 0.9628 -5.7153 -1.0187 0.02 0.02 -0.04
C 0.7059 -4.4766 -0.4462 0.01 -0.07 0.06
C 1.4984 -5.7904 -2.2988 -0.01 0.01 0.00
C -3.2618 1.6094 1.0303 0.02 0.07 -0.09
C 2.1754 0.4630 -1.6033 0.14 -0.42 -1.31
C -5.3353 1.5816 2.8795 -0.01 0.00 0.01
C 0.9895 -3.3157 -1.1506 -0.02 0.07 0.01
C -5.5825 1.2475 1.5544 0.01 -0.02 -0.02
C -3.6299 -4.7870 3.5749 0.00 0.00 -0.01
C -1.2183 -3.5375 3.0018 0.02 0.01 -0.02
C 0.7756 5.9994 -1.7142 0.52 0.66 -1.05
C 0.2467 3.8043 -0.9950 -0.68 -0.47 0.25
C 0.2517 1.7541 0.0562 0.28 0.75 0.81
C 1.7737 -4.6274 -3.0072 -0.01 -0.04 0.06
C -4.5453 1.2591 0.6307 -0.02 0.01 0.06
C 3.4662 -0.2619 -2.1166 -0.14 1.27 0.12
C -2.4017 -2.8119 2.9635 0.01 0.03 0.00
C -2.4476 -5.5144 3.6046 0.00 0.00 0.00
C -4.0535 1.9353 3.2793 0.02 0.00 0.01
H 2.3016 1.5366 -1.8131 -0.16 -0.14 0.62
H 0.9876 6.2554 -3.8617 -0.31 -0.14 0.24
H -0.7511 3.9061 -1.4548 0.31 0.13 0.14
H 1.7368 -2.4805 -2.9775 0.03 -0.06 -0.03
H 0.7456 -6.6221 -0.4675 0.00 0.02 -0.01
H -4.7374 0.9945 -0.4021 0.01 0.00 0.02
H 2.1862 -4.6859 -4.0071 0.00 0.00 0.02
H -2.4497 1.6159 0.3113 -0.30 0.00 0.16
H -4.5299 -2.8695 3.2276 0.02 0.00 -0.01
H 3.0910 0.0679 -3.9761 0.08 -0.30 -0.08
H -0.3177 -5.4551 3.3466 -0.01 0.01 0.00
H 0.2846 -4.4173 0.5500 -0.01 0.00 -0.02
H 1.7004 -6.7568 -2.7449 -0.01 0.02 0.01
H 0.8768 3.1723 -1.6514 -0.13 0.36 0.00
H -0.2423 5.0202 -3.4024 0.36 0.08 -0.13
H 0.7942 -2.3490 -0.7001 -0.01 -0.02 0.00
H 1.3422 0.1094 -2.2354 0.14 0.04 0.38
H 4.3449 1.7423 -2.3918 0.14 -0.26 0.24
H -6.5836 0.9766 1.2418 0.02 0.00 0.01
H -3.8613 2.1979 4.3125 -0.01 -0.01 -0.02
H -2.4662 -6.5690 3.8506 0.00 0.02 0.00
H 1.5344 4.6949 -3.2917 -0.36 0.11 -0.03
H -2.0180 2.2316 2.6659 -0.01 0.00 0.00
H -4.5706 -5.2735 3.8023 0.02 0.01 -0.01
H 1.7020 6.5885 -1.6288 -0.31 -0.21 0.22
H -6.1429 1.5671 3.6014 0.02 0.01 -0.02
H 2.5833 4.1307 2.0119 -0.40 0.04 0.28
H 5.2848 0.6534 -1.2865 -0.27 0.36 -0.19
H 2.8661 3.6329 -0.5485 0.26 0.11 0.17
H 3.6458 -1.0842 -1.4129 0.08 -0.14 -0.64
H -0.0547 6.7136 -1.5891 0.03 -0.49 0.33
H 5.3198 0.4201 -3.0406 -0.17 -0.11 0.28
H -0.2766 -3.0484 2.7823 -0.02 0.00 0.01
H -2.3844 -1.7591 2.7085 -0.01 -0.01 0.01
```
Forces are in eV/Å.


Record 3
# C25H35AsBr4F6NO2PPdSb

A structure of composition C25H35AsBr4F6NO2PPdSb in a non-equilibrium geometry (ωB97M-V/def2-TZVPD, OMol25).

Computed properties:
**HOMO (alpha / beta)**: -14.354 / -14.360 eV
**Multiplicity**: 2
**Max |F|**: 3.83 eV/A
**<S²>**: 1.15
**LUMO level (alpha / beta)**: -8.7 / -8.8 eV
**Frontier orbital gap (alpha / beta)**: 0.2064 / 0.2059 Ha
**Net charge**: +2

The geometry in XYZ format:
```
77
Properties=species:S:1:pos:R:3:forces:R:3
Sb 1.0415 -0.0578 -2.3300 -1.17 1.98 0.29
Pd -0.6395 -0.5660 0.4923 -1.10 2.46 -2.59
Br 1.7601 -4.7729 5.8285 -0.34 0.39 -0.39
Br 2.0104 -4.6324 2.5096 -0.12 0.06 0.05
Br -1.8754 -0.3852 5.6186 -0.02 0.01 -0.10
Br -0.2559 -2.6833 7.3693 0.02 0.03 -0.75
As -1.0829 1.9540 1.5025 -0.05 1.04 1.09
P 2.1324 -2.3412 -2.5750 -0.17 0.60 0.15
F -0.6385 -1.5616 -1.4528 0.83 0.45 0.20
F -0.4293 0.1160 -3.6088 1.15 -0.22 1.04
F -0.4205 1.0233 -1.1882 1.02 -0.88 -0.48
F 2.1049 0.3699 -3.9448 -0.50 -0.51 1.04
F 2.0519 1.4577 -1.5971 -0.84 -1.40 -0.72
F 1.5059 -0.5972 -0.0227 -1.14 0.08 -0.33
O 0.1683 -2.5052 1.4138 0.07 -0.80 3.37
O -1.2175 -0.6517 2.6682 1.10 -2.17 2.03
N -2.8014 -0.1823 -0.0205 0.76 0.12 0.09
C 6.5277 -1.4026 -1.8856 -0.17 0.00 0.00
C 0.1363 -2.5559 2.6709 0.62 -0.49 -3.75
C 1.4491 -3.5004 -1.3819 0.04 -0.02 0.03
C 5.9832 -1.2326 -3.1521 0.03 0.00 0.07
C 0.8657 -3.4910 3.4489 1.02 -1.38 1.83
C -4.1296 0.9397 -1.9345 -0.45 0.44 -0.81
C 4.6483 -1.5107 -3.3730 -0.15 -0.09 0.03
C -3.3916 0.3122 -0.8790 0.70 -0.59 1.20
C 1.7127 -2.7722 -4.2763 0.03 0.00 0.00
C -5.3274 1.6937 -1.3378 0.01 -0.13 0.07
C -0.6805 -1.5639 3.3698 -1.79 2.80 -1.08
C -0.0973 -2.6257 5.5006 -1.98 2.36 0.55
C -0.7958 -1.6592 4.7715 0.15 -0.49 2.02
C -3.1773 1.9221 -2.6398 0.07 -0.05 -0.05
C 0.7562 -3.5335 4.8365 1.59 -1.54 -2.38
C -4.5617 -0.1676 -2.9071 0.01 -0.03 0.01
C 4.4026 -2.1352 -1.0403 -0.09 -0.09 -0.06
C 0.3293 2.1108 2.8859 0.11 -0.39 -0.25
C -1.0497 3.7317 0.5754 0.05 -0.52 -0.53
C 5.7394 -1.8565 -0.8335 0.08 0.05 -0.05
C -2.8102 3.1331 3.5773 0.43 0.08 -0.20
C -2.8151 2.0739 2.4806 -0.10 -0.59 -0.30
C 1.6626 1.5751 2.3825 -0.02 -0.16 -0.15
C 3.8604 -1.9779 -2.3177 -0.18 -0.16 -0.10
C 0.2009 4.0623 -0.2124 0.16 -0.24 -0.13
H -5.0099 2.4093 -0.5800 0.03 0.07 0.00
H 6.1716 -1.9964 0.1454 0.02 0.03 0.08
H -5.0255 0.2811 -3.7805 -0.09 0.09 -0.05
H -3.0188 1.0888 2.9035 0.07 0.03 -0.16
H -2.7394 2.6256 -1.9343 0.03 0.07 0.02
H -3.7436 2.4831 -3.3789 -0.10 0.02 -0.03
H -0.0011 1.5487 3.7624 -0.19 0.13 -0.09
H 4.2208 -1.3536 -4.3503 -0.05 0.02 -0.13
H 6.5973 -0.8829 -3.9678 0.04 0.05 -0.03
H -5.2707 -0.8427 -2.4358 -0.09 -0.07 0.00
H 3.7821 -2.4757 -0.2242 -0.02 -0.02 0.10
H 0.3947 3.3187 -0.9826 0.06 -0.03 0.05
H -1.9326 3.7795 -0.0681 0.00 -0.13 0.21
H 0.0686 5.0184 -0.7169 -0.03 0.10 0.10
H 2.0135 2.1387 1.5175 0.07 -0.12 -0.02
H 2.4167 1.6401 3.1651 0.00 0.06 0.04
H 2.4085 -3.5233 -4.6471 0.10 -0.08 0.07
H -2.0589 2.9176 4.3354 0.02 0.08 0.05
H -5.8272 2.2399 -2.1329 -0.03 0.02 -0.08
H 1.5738 0.5260 2.0810 0.13 0.15 -0.02
H -2.3778 1.3903 -3.1474 0.11 -0.02 0.03
H 1.3173 -3.0418 -0.3999 0.16 0.06 -0.27
H 0.4164 3.1715 3.1444 -0.29 -0.06 -0.11
H -3.7826 3.1375 4.0677 -0.06 -0.03 -0.05
H -6.0428 1.0108 -0.8879 -0.07 -0.07 0.05
H 0.4733 -3.8369 -1.7314 0.05 0.11 -0.06
H 1.7573 -1.8950 -4.9219 0.08 0.07 0.12
H 2.1259 -4.3499 -1.3008 0.12 -0.07 -0.08
H -3.6959 -0.7379 -3.2381 0.04 -0.03 -0.03
H -1.1768 4.4423 1.4018 -0.14 -0.36 0.14
H 0.7024 -3.1788 -4.3104 -0.03 0.04 0.13
H -3.5904 2.2939 1.7404 0.21 -0.11 -0.05
H 7.5661 -1.1644 -1.7160 0.11 -0.04 0.02
H 1.0734 4.1359 0.4341 0.06 0.02 -0.03
H -2.6363 4.1279 3.1664 -0.01 0.02 0.15
```
Forces are in eV/Å.